1.
14
Properties=species:S:1:pos:R:3:forces:R:3 method="wB97M-V/def2-TZVPD" e_above_lowest_kj_mol=562.3 spin_multiplicity=1 total_charge=+1 total_energy_ev=-9172.6891 lumo_ev=-6.16 homo_lumo_gap_ev=8.20
C -0.663 -0.009 0.120 -1.0 -1.6 0.3
C 2.573 0.200 -0.740 -0.8 2.1 0.2
C -2.083 0.321 0.361 -1.4 2.1 -2.6
N 2.679 -0.786 0.164 -0.5 -3.2 -0.4
N 3.059 0.317 0.542 0.5 2.2 0.4
N 0.182 0.821 -0.354 2.7 -0.8 -0.4
N -0.390 -1.349 0.367 0.6 4.1 -0.7
H 2.884 0.693 -1.682 -0.9 -0.7 0.4
H -2.300 1.435 0.261 0.4 -1.4 -0.4
H -2.741 -0.264 -0.381 0.9 0.9 1.2
H -2.374 0.163 1.341 -0.5 -1.0 2.0
H -0.105 1.774 -0.484 -0.2 0.2 0.0
H -1.262 -1.846 0.510 1.1 -1.1 -0.3
H 0.543 -1.472 -0.025 -1.0 -2.1 0.3

2.
14
Properties=species:S:1:pos:R:3:forces:R:3 method="wB97M-V/def2-TZVPD" e_above_lowest_kj_mol=78.1 spin_multiplicity=1 total_charge=+1 total_energy_ev=-25979.1240 lumo_ev=-5.89 homo_lumo_gap_ev=7.96
C -2.092 0.894 -0.030 -0.8 -0.2 2.6
C -0.122 -0.955 0.129 -0.5 3.7 0.4
N -1.413 -2.996 -0.197 1.1 0.9 0.3
N -1.568 0.579 -1.252 -0.2 0.4 -2.0
N -0.799 -0.250 -1.519 0.8 -0.9 0.5
N -0.727 -2.149 0.020 -2.0 -3.5 -0.6
N 1.234 -0.920 0.214 0.8 -0.6 -0.1
N -3.572 0.208 0.034 2.7 1.1 -0.3
O -4.461 0.969 -0.003 -1.5 0.7 0.0
O -3.512 -0.972 0.117 -0.6 -1.5 -0.1
S -1.060 0.063 1.296 0.4 0.1 -0.7
H -2.231 1.963 0.139 0.1 -0.2 0.0
H 1.672 -0.026 0.378 -0.2 0.1 0.0
H 1.773 -1.536 -0.379 0.0 0.0 0.0

3.
115
Properties=species:S:1:pos:R:3:forces:R:3 method="wB97M-V/def2-TZVPD" e_above_lowest_kj_mol=524.2 s2=8.755 spin_multiplicity=6 total_charge=+1 total_energy_ev=-133848.3075 lumo_ev="-1.72 / -1.78" homo_lumo_gap_ev="7.17 / 7.14"
Mn 0.132 -0.904 0.399 -0.1 0.5 0.3
N -1.028 1.010 2.834 0.1 -0.1 -0.3
C -0.481 1.748 1.725 -0.1 0.6 0.4
C -0.241 3.071 1.937 -0.1 0.1 0.1
C 0.338 4.263 1.215 0.0 -0.4 -0.2
C 0.286 4.577 -0.950 0.1 0.0 0.1
C -0.138 3.297 -1.578 -0.8 0.2 0.6
C 0.559 2.232 -1.172 1.2 0.6 -1.2
P 0.825 0.656 -2.014 -0.3 -0.5 0.0
C -0.815 -0.136 -2.285 0.1 -0.1 0.0
C -0.747 -1.534 -2.310 0.1 0.0 -0.2
C -1.882 -2.315 -2.482 -0.1 0.1 0.0
C -3.115 -1.697 -2.629 0.0 0.0 0.0
C -3.201 -0.308 -2.606 0.0 0.0 0.0
C -2.062 0.468 -2.440 -0.1 0.0 0.1
C 1.347 1.192 -3.686 -0.1 0.0 0.1
C 0.462 1.638 -4.666 0.0 0.0 0.1
C 0.941 2.084 -5.886 0.0 0.0 0.0
C 2.309 2.096 -6.138 0.0 0.0 0.0
C 3.194 1.643 -5.173 0.0 0.0 0.0
C 2.712 1.182 -3.954 0.0 0.0 0.0
H -0.995 1.553 3.687 -0.1 0.0 0.0
H -0.445 0.193 2.986 0.0 -0.1 0.0
H -0.482 3.365 2.955 0.0 0.0 0.0
H 0.779 4.862 2.008 0.0 0.1 -0.1
H 0.570 5.315 -1.702 0.0 0.0 0.0
H -1.034 3.265 -2.188 0.3 0.0 -0.3
H 0.227 -2.005 -2.227 0.0 -0.1 0.0
H -1.806 -3.396 -2.498 0.0 0.0 0.0
H -4.010 -2.291 -2.766 0.0 0.0 0.0
H -4.164 0.174 -2.718 0.0 0.0 0.0
H -2.161 1.544 -2.411 0.0 0.0 0.0
H -0.605 1.637 -4.479 0.0 0.0 0.0
H 0.249 2.426 -6.645 0.0 0.0 0.0
H 2.680 2.449 -7.091 0.0 0.0 0.0
H 4.259 1.639 -5.371 0.0 0.0 0.0
H 3.398 0.799 -3.207 0.0 0.0 0.0
C 5.844 -1.048 0.809 0.0 0.0 0.0
C 4.818 -0.830 -0.294 0.0 0.0 0.0
N 4.245 0.520 -0.309 0.0 0.0 -0.1
C 5.030 1.573 -0.977 0.0 0.0 0.1
C 5.787 2.458 0.007 0.0 0.0 0.0
C 3.094 0.816 0.307 0.2 -0.1 -0.3
S 2.403 -0.315 1.417 0.0 -0.1 0.0
N 2.681 2.086 0.159 -0.2 -0.1 0.5
C 1.673 2.706 -0.294 -0.3 -0.2 0.1
O -0.338 1.028 0.650 0.0 0.1 0.1
C 1.395 4.131 0.023 -0.1 -0.1 0.2
C 2.534 5.080 0.185 0.1 -0.1 -0.1
C 2.361 6.388 0.380 0.0 0.0 0.0
C 1.077 7.106 0.474 0.0 0.0 0.0
C -0.161 6.603 0.420 -0.1 0.0 0.0
C -0.517 5.148 0.251 0.0 0.0 0.1
H 6.171 -2.089 0.805 0.0 0.0 0.0
H 5.405 -0.829 1.782 0.0 0.0 0.0
H 6.726 -0.423 0.669 0.0 0.0 0.0
H 3.997 -1.535 -0.194 0.0 0.0 0.0
H 5.274 -0.982 -1.274 0.0 0.0 0.0
H 4.370 2.178 -1.598 0.0 0.0 0.0
H 5.729 1.066 -1.641 0.0 0.0 0.0
H 5.097 2.994 0.656 0.0 0.0 0.0
H 6.385 3.188 -0.540 0.0 0.0 0.0
H 6.460 1.869 0.629 0.0 0.0 0.0
H 3.539 4.675 0.119 0.0 0.0 0.0
H 3.247 7.006 0.470 0.0 0.0 0.0
H 1.164 8.179 0.605 0.0 0.0 0.0
H -0.986 7.302 0.504 0.0 0.0 0.0
H -1.594 4.988 0.271 0.0 0.0 0.0
N -1.968 -1.325 0.874 -0.1 -0.5 -0.2
S -3.003 -1.156 2.067 -0.1 0.1 0.0
C -4.192 -2.485 1.891 0.0 0.0 0.1
C -4.256 -3.423 2.909 0.0 0.0 0.0
C -5.106 -4.516 2.778 0.0 0.0 0.0
C -5.875 -4.658 1.634 0.0 0.0 0.0
C -5.809 -3.707 0.620 0.0 0.0 0.0
C -4.969 -2.614 0.746 0.0 0.0 0.0
C -4.068 0.233 1.673 0.0 0.0 0.0
C -3.622 1.155 0.743 0.1 0.0 0.0
C -4.418 2.259 0.465 0.0 0.0 0.0
C -5.629 2.434 1.118 0.0 0.0 0.0
C -6.053 1.505 2.063 0.0 0.0 0.0
C -5.271 0.398 2.347 0.0 0.0 0.0
H -2.475 -1.421 -0.008 0.0 0.0 0.0
H -3.658 -3.292 3.804 0.0 0.0 0.0
H -5.171 -5.248 3.573 0.0 0.0 0.0
H -6.540 -5.506 1.533 0.0 0.0 0.0
H -6.425 -3.816 -0.264 0.0 0.0 0.0
H -4.925 -1.856 -0.029 0.0 0.0 0.0
H -2.650 1.025 0.278 0.0 0.0 0.0
H -4.077 2.994 -0.254 0.0 0.0 0.0
H -6.244 3.298 0.901 0.0 0.0 0.0
H -6.995 1.644 2.578 0.0 0.0 0.0
H -5.602 -0.331 3.078 0.0 0.0 0.0
C 2.927 -4.901 0.078 0.0 0.0 0.0
C 1.790 -5.882 0.358 0.0 0.0 0.0
C 0.441 -5.502 -0.250 0.0 0.0 0.0
S -0.473 -4.117 0.452 0.1 0.1 -0.1
O 0.493 -2.941 0.324 0.1 -0.2 0.0
C -0.491 -4.595 2.204 0.0 -0.1 0.0
C 0.643 -3.993 3.032 0.0 0.0 0.0
C 0.271 -2.629 3.599 0.0 0.0 0.0
H 3.836 -5.227 0.585 0.0 0.0 0.0
H 2.688 -3.892 0.408 0.0 0.0 0.0
H 3.143 -4.861 -0.992 0.0 0.0 0.0
H 1.681 -6.054 1.432 0.0 0.0 0.0
H 2.047 -6.856 -0.066 0.0 0.0 0.0
H -0.268 -6.334 -0.199 0.0 0.0 0.0
H 0.542 -5.236 -1.306 0.0 0.0 0.0
H -0.483 -5.686 2.203 0.0 0.0 0.0
H -1.466 -4.275 2.580 0.0 0.0 0.0
H 1.552 -3.919 2.434 0.0 0.0 0.0
H 0.862 -4.682 3.850 0.0 0.0 0.0
H -0.054 -1.956 2.804 0.0 0.0 0.0
H 1.115 -2.164 4.107 0.0 0.0 0.0
H -0.556 -2.712 4.307 0.0 0.0 0.0

4.
116
Properties=species:S:1:pos:R:3:forces:R:3 method="wB97M-V/def2-TZVPD" s2=2.060 spin_multiplicity=3 total_charge=+1 total_energy_ev=-167440.2395 lumo_ev="-3.73 / -4.02" homo_lumo_gap_ev="7.05 / 6.77"
Mo 0.072 0.939 0.937 -0.6 1.0 0.8
C -4.734 0.373 -0.712 0.0 0.0 0.0
C -3.441 1.026 -0.338 -0.1 0.0 -0.2
C -3.323 1.648 0.849 0.0 -0.1 0.2
C -2.215 2.509 1.160 -0.1 0.2 -0.3
C -2.319 3.425 2.325 0.0 0.0 0.1
C -1.198 2.657 0.228 -0.4 -0.3 -0.3
C -1.066 1.752 -0.887 -0.2 0.4 -0.4
C -0.283 2.400 -2.023 0.0 -0.2 0.2
C -2.358 1.086 -1.380 0.2 -0.3 0.2
H -4.673 -0.709 -0.571 0.0 0.0 0.0
H -4.969 0.546 -1.765 0.0 0.0 0.1
H -5.555 0.748 -0.102 0.0 0.0 0.0
H -4.156 1.643 1.540 0.1 0.0 0.0
H -2.976 4.257 2.051 0.0 -0.1 0.0
H -1.348 3.828 2.595 0.0 0.1 0.0
H -2.751 2.920 3.189 0.0 0.0 0.0
H -0.572 3.535 0.283 0.3 0.0 0.2
H -0.931 3.101 -2.558 0.0 0.0 0.0
H 0.108 1.690 -2.744 0.0 -0.1 0.0
H 0.552 2.973 -1.620 -0.1 0.0 0.0
H -2.776 1.744 -2.158 0.0 0.2 0.0
O 1.166 2.177 4.535 -0.1 0.0 -0.1
S 0.849 1.745 3.221 0.4 0.0 0.6
O -0.571 1.231 3.026 0.0 0.1 -0.1
O 0.987 2.729 2.104 -0.2 -0.2 -0.4
S 1.866 0.172 2.454 0.1 -0.1 0.1
C -3.599 0.189 3.834 0.0 -0.1 0.0
C -3.631 -1.316 3.819 0.1 0.1 -0.1
C -4.589 -1.969 4.600 0.0 0.0 0.0
C -4.634 -3.349 4.683 0.0 0.0 0.0
C -3.702 -4.114 3.990 0.0 0.0 0.0
C -2.753 -3.486 3.204 -0.1 0.1 0.0
C -2.727 -2.092 3.100 0.0 0.3 -0.1
Sb -1.136 -1.472 1.763 -0.3 -1.2 0.2
C -1.945 -2.757 0.201 0.0 0.0 0.0
C -3.341 -2.863 0.212 0.1 0.0 0.0
C -4.023 -3.517 -0.804 0.0 0.0 0.0
C -3.313 -4.076 -1.858 0.0 0.0 0.0
C -1.931 -3.972 -1.881 0.0 0.0 0.0
C -1.232 -3.314 -0.869 0.0 0.1 0.1
C 0.265 -3.206 -0.988 -0.2 -0.2 -0.1
C 0.290 -2.565 2.965 0.0 0.0 -0.3
C 1.222 -3.373 2.316 0.0 0.1 0.1
C 2.217 -4.040 3.014 0.1 0.0 0.0
C 2.282 -3.906 4.390 0.0 0.0 0.0
C 1.358 -3.101 5.039 -0.1 0.0 0.0
C 0.355 -2.408 4.359 0.1 0.0 0.0
C -0.554 -1.533 5.188 0.1 -0.1 0.0
H -3.651 0.565 4.858 0.0 0.0 0.0
H -4.459 0.593 3.297 0.0 0.0 0.1
H -2.684 0.567 3.383 0.0 0.1 0.0
H -5.299 -1.370 5.161 0.1 -0.1 0.0
H -5.386 -3.829 5.298 0.0 0.0 0.0
H -3.712 -5.195 4.064 0.0 0.1 0.0
H -2.032 -4.090 2.666 0.0 0.0 0.0
H -3.913 -2.446 1.035 0.0 0.0 -0.1
H -5.104 -3.592 -0.768 0.1 0.0 0.0
H -3.834 -4.585 -2.662 0.1 0.0 0.1
H -1.373 -4.401 -2.709 -0.1 0.0 0.1
H 0.577 -3.184 -2.034 0.0 0.0 0.1
H 0.755 -4.064 -0.523 0.0 0.0 -0.1
H 0.624 -2.300 -0.500 0.0 0.1 0.0
H 1.200 -3.472 1.243 0.0 0.0 0.1
H 2.940 -4.649 2.481 -0.1 0.0 0.1
H 3.053 -4.413 4.958 -0.1 0.0 0.0
H 1.408 -2.996 6.118 0.0 0.0 -0.1
H -0.060 -1.272 6.123 0.0 0.0 0.0
H -1.480 -2.052 5.438 0.0 0.0 0.0
H -0.810 -0.603 4.687 -0.1 0.1 -0.1
Cl 0.337 0.009 -7.562 0.0 0.0 0.0
C -0.383 -0.088 -5.987 0.0 0.0 0.0
C 0.253 -0.799 -4.986 0.1 0.0 0.1
C -0.312 -0.844 -3.716 0.0 0.0 0.0
C -1.522 -0.219 -3.445 0.0 0.1 0.1
C -2.163 -0.282 -2.079 0.0 0.3 -0.3
C -2.157 0.461 -4.482 -0.1 0.1 0.0
C -1.592 0.544 -5.744 -0.1 0.1 0.0
H 1.182 -1.310 -5.200 0.0 0.1 0.0
H 0.204 -1.370 -2.922 0.0 0.0 -0.1
H -1.588 -0.920 -1.427 0.2 -0.1 0.2
H -3.141 -0.748 -2.209 0.0 -0.1 0.1
H -3.117 0.940 -4.306 0.1 0.0 0.0
H -2.085 1.087 -6.540 0.0 0.0 0.0
C 3.694 1.128 -5.106 0.0 0.0 0.0
C 3.785 -0.080 -4.434 0.0 0.0 -0.1
C 3.284 -0.202 -3.144 -0.1 0.0 -0.1
C 2.699 0.889 -2.515 -0.3 -0.2 0.0
C 2.633 2.107 -3.180 0.1 0.1 -0.1
C 3.121 2.224 -4.473 0.0 0.0 0.0
As 2.139 0.721 -0.636 1.2 0.0 -0.4
C 3.312 2.115 0.028 -0.1 0.0 0.1
C 3.098 3.481 0.014 0.0 0.0 0.0
C 4.051 4.326 0.562 0.0 0.0 0.0
C 5.202 3.793 1.131 0.0 0.0 0.0
C 5.417 2.422 1.134 0.1 0.1 0.0
C 4.475 1.570 0.572 0.0 -0.2 0.0
C 4.575 0.097 0.506 0.0 0.1 0.0
C 5.642 -0.659 0.977 0.1 0.0 0.0
C 5.617 -2.044 0.872 0.0 0.0 0.0
C 4.532 -2.687 0.288 0.0 0.0 0.0
C 3.460 -1.940 -0.184 0.0 0.0 0.0
C 3.482 -0.559 -0.071 0.0 0.0 0.0
H 4.073 1.221 -6.117 0.0 0.0 0.1
H 4.251 -0.937 -4.909 0.0 0.1 0.0
H 3.365 -1.153 -2.639 0.0 -0.1 0.0
H 2.232 2.986 -2.698 0.0 0.0 0.0
H 3.060 3.178 -4.980 0.0 0.0 0.0
H 2.194 3.901 -0.409 -0.1 0.0 0.0
H 3.892 5.397 0.555 0.0 -0.1 0.0
H 5.936 4.451 1.576 0.0 0.0 0.0
H 6.321 2.023 1.577 0.0 0.0 0.0
H 6.496 -0.172 1.432 0.0 0.0 0.0
H 6.450 -2.625 1.248 0.0 0.0 0.0
H 4.522 -3.766 0.195 0.0 0.1 0.0
H 2.624 -2.444 -0.649 0.1 0.0 0.0

5.
16
Properties=species:S:1:pos:R:3:forces:R:3 method="wB97M-V/def2-TZVPD" e_above_lowest_kj_mol=283.2 spin_multiplicity=1 smiles="N=C=NN.C=CC" total_energy_ev=-8761.5896 lumo_ev=0.78 homo_lumo_gap_ev=9.52
N -0.215 2.024 1.066 0.4 0.9 0.6
C -1.104 1.337 0.608 -0.2 -0.2 -0.4
N -1.994 0.889 -0.069 0.0 -0.2 -0.7
N -3.202 0.274 0.187 -0.4 -0.3 0.3
H 0.721 1.690 1.216 0.0 -0.5 0.1
H -3.152 -0.388 0.959 0.1 0.1 -0.2
H -3.491 -0.199 -0.665 0.1 0.1 0.3
C 1.651 -0.986 0.936 0.0 -0.1 0.2
C 1.010 -0.995 -0.218 -0.1 0.0 -0.2
C 1.377 -0.167 -1.402 0.0 0.0 0.0
H 1.348 -1.600 1.767 -0.1 -0.1 0.1
H 2.519 -0.366 1.096 0.2 0.2 0.0
H 0.146 -1.634 -0.353 -0.1 -0.1 0.1
H 1.561 -0.807 -2.265 0.0 0.0 -0.1
H 0.556 0.504 -1.656 0.0 0.1 -0.1
H 2.268 0.424 -1.206 0.1 0.1 0.0